An isolated ion of composition C5H5N2O2S and charge -1. Source: the OMol25 dataset; level of theory: wB97M-V/def2-TZVPD.

Each line ends with the Mulliken charge.
CARTESIAN COORDINATES (ANGSTROEM)
H1 -2.709 -1.533 0.141  0.165
C1 -0.560 -1.680 0.365  -0.734
C2 0.627 -1.141 -0.025  0.074
N1 0.624 0.110 -0.649  0.116
H2 0.151 1.526 0.684  0.260
C3 -1.748 0.353 -0.017  -0.624
O1 3.239 1.953 0.207  -0.457
O2 1.840 0.738 -0.783  -0.188
H3 -0.426 -2.675 0.808  0.324
C4 -0.433 1.059 -0.239  -0.222
C5 -1.704 -0.942 0.244  0.071
S1 2.088 -1.980 0.147  -0.488
N2 2.238 1.304 0.406  0.251
H4 -2.659 0.938 -0.361  0.214
H5 -0.568 1.970 -0.928  0.236

largest force on an atom: 4.91 eV/A
structure (SMILES): O=NON1CC=CC=C1[S-]
LUMO energy: 3.620 eV
net charge: -1
ΔE to the lowest compared entry with this formula, charge and spin: 144.4 kcal/mol


C26H45AuCl3O2P2 as an isolated structure. Source: the OMol25 dataset; level of theory: wB97M-V/def2-TZVPD.

Each line ends with the Mulliken charge.
CARTESIAN COORDINATES (ANGSTROEM)
C1 0.785 0.303 2.553  0.363
C2 -0.960 3.318 1.257  -1.062
C3 4.278 -1.684 -3.534  -0.713
H1 3.592 0.326 2.774  0.467
H2 5.485 -2.882 0.321  0.395
C4 1.256 1.982 1.056  0.767
H3 5.348 -3.433 -1.324  0.293
Cl1 -6.526 1.222 0.998  -0.140
H4 -0.095 -4.808 1.600  0.362
C5 5.873 -1.327 -1.103  -1.037
H5 -2.425 1.439 2.780  0.157
H6 -3.139 2.170 -2.912  0.462
H7 1.665 -2.754 -1.508  0.514
H8 3.137 -2.836 0.351  0.751
H9 -0.006 -1.397 3.574  0.231
H10 3.837 1.125 1.192  0.354
H11 3.304 -0.579 1.276  0.334
H12 2.519 -2.932 -3.797  0.377
H13 -1.682 2.365 -5.437  0.372
H14 0.099 -4.864 -0.153  0.327
H15 -1.941 0.669 -4.902  0.364
P1 -0.693 2.028 -3.248  0.581
C6 -2.386 -3.033 -0.915  -0.990
Au1 3.007 -0.562 -1.100  0.352
H16 -1.980 2.954 1.041  0.055
C7 5.098 -2.598 -0.669  -0.792
C8 0.947 -0.884 3.414  -1.465
C9 -5.268 0.254 0.213  0.637
H17 4.075 -1.452 -4.579  0.445
C10 -1.240 1.508 -4.926  -1.222
C11 3.309 -2.785 -3.050  -0.981
H18 1.345 -0.609 4.401  0.350
O1 -2.881 -0.087 0.562  -0.340
C12 1.802 0.870 1.749  1.368
H19 -1.162 4.100 -4.478  0.401
C13 -2.320 -2.759 1.953  -0.629
H20 -1.681 -2.705 2.852  0.262
H21 -3.161 -3.807 -0.855  0.318
Cl2 -5.479 -1.457 0.642  -0.133
H22 -2.259 2.410 -1.379  0.171
C14 -0.629 -4.706 0.649  -1.304
C15 -1.560 1.015 3.298  -1.263
C16 4.141 -0.403 -2.732  -0.697
H23 6.598 -1.569 -1.880  0.432
H24 3.858 0.521 -3.244  0.683
H25 -0.586 3.907 0.415  0.316
C17 3.210 0.418 1.745  -1.917
H26 -1.441 1.534 4.259  0.386
H27 1.434 3.698 -0.203  0.427
H28 -2.372 0.801 -2.050  0.023
H29 1.645 -1.601 2.968  0.286
C18 1.963 2.766 0.027  -1.605
C19 2.704 -2.473 -1.714  -0.439
H30 -1.401 -5.478 0.588  0.376
H31 -2.819 -1.782 1.822  -0.171
C20 -3.812 0.767 0.645  -0.108
H32 5.309 -2.076 -3.449  0.110
H33 6.483 -0.979 -0.250  0.400
H34 2.064 2.190 -0.910  0.135
C21 3.591 -2.453 -0.563  -0.212
H35 -0.789 4.469 -2.760  0.320
C22 -0.070 2.183 1.547  0.238
C23 -2.283 1.858 -2.326  -0.841
H36 -1.778 -0.033 3.516  0.289
H37 -1.039 3.989 2.127  0.362
H38 3.830 -3.748 -2.989  0.383
P2 -1.202 -2.978 0.493  0.796
H39 -0.324 1.204 -5.459  0.309
H40 0.514 3.987 -3.891  0.326
O2 -3.746 1.972 0.976  -0.843
H41 -2.859 -2.049 -0.991  0.056
C24 4.982 -0.213 -1.563  0.020
C25 -0.547 3.836 -3.614  -1.224
Cl3 -5.364 0.440 -1.570  -0.151
H42 5.335 0.800 -1.420  0.583
H43 2.983 3.024 0.359  0.377
C26 -0.353 1.140 2.469  1.024
H44 -1.784 -3.205 -1.813  0.344
H45 -3.086 -3.548 2.089  0.448

largest force on an atom: 5.81 eV/A
multiplicity: 3
LUMO energy (spin up / spin down): -4.581 / -5.330 eV
net charge: +1
ΔE to the lowest compared entry with this formula, charge and spin: 101.6 kcal/mol


A 4-piece molecular cluster, C34H63BrN5O6PS overall. Source: the OMol25 dataset; level of theory: wB97M-V/def2-TZVPD.

Each line ends with the Mulliken charge.
CARTESIAN COORDINATES (ANGSTROEM)
H1 -0.819 3.403 5.739  0.413
H2 -2.332 -3.187 -8.783  0.421
C1 -1.619 -2.650 -2.901  -1.066
H3 0.581 -0.110 7.656  0.243
H4 4.400 -1.035 -2.378  0.059
C2 4.853 -2.981 -0.492  -0.703
H5 -1.712 2.975 0.601  0.528
H6 4.050 2.892 -0.265  0.331
H7 -1.181 -0.369 7.537  0.155
H8 0.436 1.448 -6.075  0.114
H9 -0.970 -0.164 -7.879  0.315
H10 6.312 -2.745 -2.077  0.396
H11 -0.326 -3.868 -10.063  0.346
C3 -1.455 1.437 -1.522  -0.965
H12 -0.279 3.953 0.379  0.459
H13 6.272 1.837 -0.082  0.348
H14 -1.176 1.402 4.569  0.097
H15 -1.145 2.457 8.089  0.118
N1 -2.839 -1.555 -1.173  -0.786
C4 2.536 -3.957 -0.220  -1.292
C5 -5.006 1.759 6.548  -0.601
H16 -2.166 -0.516 -4.201  0.025
C6 5.648 1.588 -0.935  -1.026
P1 0.148 0.386 -5.212  0.714
H17 6.310 1.531 -1.795  0.450
C7 -0.820 -1.171 -8.268  -0.841
C8 -2.370 -0.210 -3.185  -1.506
H18 -4.857 2.510 5.767  0.325
O1 1.871 4.339 -0.770  -0.515
C9 -6.920 0.540 7.749  -1.401
H19 -4.691 0.793 6.129  0.390
C10 0.248 -4.109 -9.166  -1.431
H20 3.240 1.311 -2.162  0.297
H21 -3.762 0.134 8.030  0.296
H22 5.137 3.585 -1.458  0.285
H23 1.069 2.675 4.554  0.205
C11 -0.181 2.686 7.633  -1.274
N2 1.110 2.648 5.570  -0.725
H24 -6.484 -0.384 7.364  0.337
H25 -0.430 -4.722 -5.973  0.267
C12 -0.975 1.287 5.637  0.185
H26 3.955 0.258 -0.580  0.312
H27 0.478 -3.511 -6.514  0.283
H28 3.034 -2.184 -1.293  0.020
Br1 -0.776 0.389 1.775  -0.142
H29 -3.296 -0.675 -0.935  0.274
O2 -4.140 2.141 7.599  -0.396
C13 0.557 2.649 -1.856  0.265
H30 3.589 -3.676 -2.098  0.335
H31 6.672 -1.883 -0.593  0.370
S1 1.721 -0.773 -5.060  -0.473
H32 -6.296 3.116 8.382  0.328
H33 -2.293 1.163 -0.900  0.467
N3 0.154 -4.445 -6.758  -0.688
H34 3.063 -4.256 0.682  0.400
H35 5.399 -0.235 0.231  0.701
H36 4.683 -2.487 0.466  0.326
H37 -1.848 -2.797 -3.953  0.217
C14 3.731 2.270 -2.331  -0.683
C15 -1.338 0.816 -2.779  1.430
H38 0.255 -1.334 -8.372  0.294
H39 2.173 -4.847 -0.722  0.274
H40 0.954 -3.300 -8.982  0.275
C16 1.905 2.682 -3.731  0.080
C17 3.488 -3.157 -1.150  0.109
H41 1.590 1.775 5.776  0.351
H42 -2.857 1.344 8.960  0.271
C18 5.870 -2.147 -1.283  -1.348
C19 -6.498 1.743 6.910  0.257
H43 0.085 3.706 7.910  0.389
O3 -1.383 -2.065 -7.327  -0.227
C20 -2.319 -1.467 -2.328  0.952
O4 1.033 2.411 1.934  -0.463
H44 1.695 -3.348 0.091  0.320
O5 -0.224 0.093 5.748  -0.324
N4 -6.919 2.969 7.593  -0.737
C21 -0.667 -4.350 -7.969  0.348
H45 -4.558 1.073 9.328  0.263
H46 -1.299 -1.234 -9.248  0.373
C22 -0.653 2.939 0.351  -1.283
H47 -7.045 1.687 5.964  0.426
C23 -3.826 1.111 8.519  -0.701
C24 -0.238 1.141 -3.602  0.350
N5 2.674 3.275 -2.682  0.051
H48 0.572 2.032 8.072  0.318
H49 -1.152 -5.319 -8.117  0.430
C25 5.308 -0.831 -1.818  -0.435
H50 -0.539 -2.559 -2.801  0.209
H51 5.278 -3.958 -0.271  0.458
H52 -0.978 -0.283 -5.697  -0.126
C26 -1.797 -3.319 -7.834  -0.814
H53 0.834 -5.004 -9.372  0.360
H54 -8.004 0.434 7.730  0.350
C27 0.049 2.107 1.377  0.636
H55 4.356 2.161 -3.212  0.369
H56 -3.379 0.194 -3.179  0.554
H57 -1.949 1.172 6.132  -0.104
H58 6.026 -0.440 -2.538  0.670
H59 -1.921 -3.532 -2.348  0.432
C28 4.609 2.679 -1.172  -0.649
H60 -6.626 0.648 8.792  0.285
H61 -2.519 -3.701 -7.108  0.331
H62 -6.749 3.768 6.987  0.276
C29 0.671 2.083 -3.107  0.114
C30 -0.247 2.551 6.116  0.298
C31 -0.221 -0.505 7.029  -0.573
C32 5.034 0.194 -0.698  -0.603
O6 2.170 2.706 -4.888  -0.515
C33 -0.519 2.341 -1.025  0.268
C34 1.746 3.531 -1.633  -0.433
H63 -0.046 -1.572 6.892  0.259

largest force on an atom: 1.65 eV/A
structure (SMILES): [H]/N=C(/C)Cc1cc(CC(=O)Br)c2c(c1[PH2]=S)C(=O)N(CCCCCCCCC)C2=O.COC[C@@H](C)N.COC[C@@H](C)N.COC[C@@H](C)N
LUMO energy: -0.797 eV
net charge: 0


A 8-piece molecular cluster, C32H49Br2Cl28N3O7P overall. Source: the OMol25 dataset; level of theory: wB97M-V/def2-TZVPD.

Each line ends with the Mulliken charge.
CARTESIAN COORDINATES (ANGSTROEM)
P1 3.681 -3.370 1.912  0.494
H1 4.609 -1.050 -2.165  -0.270
O1 1.190 1.742 -1.184  -0.684
H2 3.537 1.428 -3.201  0.537
H3 -5.126 -1.157 -1.627  0.344
H4 0.564 -1.503 1.385  -0.228
H5 -1.357 -1.060 -0.479  0.849
C1 -5.053 -0.083 -1.486  -0.829
H6 2.030 -3.098 3.929  0.424
H7 3.862 -0.212 0.378  0.242
N1 0.166 -0.292 -1.604  1.630
Cl1 -6.421 2.892 -5.151  -0.090
C2 -0.403 0.357 1.622  -1.886
H8 1.281 2.126 -2.066  0.598
N2 1.265 -3.129 -0.761  -0.010
H9 2.199 -2.473 -2.546  0.272
H10 4.808 -7.078 -0.405  0.447
O2 5.277 0.040 -3.784  -0.556
C3 3.042 -0.929 0.421  -0.291
H11 0.996 -3.734 -2.799  0.460
H12 -6.052 0.346 -1.404  0.277
Cl2 4.699 -8.394 6.135  -0.100
H13 -4.645 2.776 -1.942  0.384
H14 2.049 0.883 0.688  1.656
H15 -4.529 0.137 -0.559  -0.007
C4 -4.897 6.737 -2.432  0.246
H16 -3.433 2.564 -0.687  0.115
C5 -0.008 1.073 2.683  0.932
C6 0.432 -0.605 0.778  2.513
C7 -4.377 0.544 -2.670  0.345
O3 2.427 0.043 -2.173  -0.249
H17 -0.349 -4.727 3.737  0.430
C8 -7.903 1.949 -4.941  0.392
H18 1.921 -4.818 4.114  -0.201
H19 0.402 0.058 -3.635  0.828
C9 4.407 -6.078 -0.565  -1.240
H20 6.737 -0.331 -1.375  0.397
Cl3 -9.282 2.900 -5.482  -0.085
Cl4 2.160 -7.055 6.423  -0.124
O4 -4.826 0.457 -3.790  -0.524
C10 -0.859 1.988 3.514  -1.613
Cl5 -12.638 0.988 -9.847  -0.097
C11 -1.996 0.214 -4.323  -1.509
Cl6 -13.467 -0.162 -7.336  -0.095
C12 -0.280 -1.186 -0.474  -0.655
C13 -0.021 -0.733 -3.018  -0.547
H21 3.717 1.533 -1.430  0.588
Cl7 2.606 -8.839 4.201  -0.119
O5 4.694 -3.501 2.983  -0.765
Cl8 3.953 -6.289 4.307  -0.066
Cl9 2.231 1.017 7.223  -0.104
C14 4.868 -0.022 -2.422  1.105
H22 -1.457 1.391 4.203  0.293
C15 -0.879 6.303 6.071  0.276
H23 4.680 -5.673 1.511  0.073
H24 -0.276 -3.009 3.356  0.217
H25 -2.838 2.198 -4.261  0.574
O6 2.406 -4.286 2.219  -0.313
C16 1.679 -4.003 3.436  0.315
Cl10 -6.146 7.970 -2.538  -0.090
Cl11 -10.854 1.035 -7.577  -0.006
Cl12 3.770 9.262 6.693  -0.087
Cl13 -13.203 2.698 -7.595  -0.109
C17 3.362 -7.647 5.266  0.336
C18 1.773 -3.380 -2.110  -1.033
H26 -1.223 0.458 -5.052  0.431
H27 0.560 -1.622 -3.224  0.120
C19 3.716 7.539 7.053  0.294
Cl14 -5.351 5.345 -3.423  0.008
H28 -0.671 -2.954 -1.628  0.477
Br1 1.773 0.963 3.311  -0.108
C20 3.701 1.944 6.897  0.215
Cl15 -0.374 7.967 6.360  -0.051
H29 5.637 0.731 -0.520  0.406
C21 1.760 -0.061 0.236  -0.113
Cl16 4.748 1.022 5.807  -0.085
H30 -0.218 2.629 4.113  0.421
H31 3.322 -6.181 -0.571  0.254
C22 3.619 0.859 -2.277  -1.100
Cl17 -3.360 7.391 -3.004  -0.099
Cl18 4.550 2.248 8.409  -0.096
H32 6.461 1.345 -1.933  0.554
Cl19 -4.720 6.212 -0.750  -0.097
C23 3.182 -1.638 1.787  -1.468
H33 -3.038 3.381 -2.229  0.436
H34 -2.851 -0.164 -4.876  0.590
Cl20 -2.619 6.160 6.318  -0.104
C24 -0.116 -2.673 -0.726  -2.294
H35 -0.488 0.493 -1.518  0.334
Cl21 5.345 6.941 7.368  -0.092
Cl22 -7.785 0.465 -5.884  -0.130
O7 4.169 -3.889 0.499  -0.113
H36 -0.619 -3.149 0.116  0.526
H37 6.206 0.273 -3.822  0.379
C25 1.507 0.375 -1.229  -1.323
N3 -3.186 1.272 -2.376  0.637
H38 1.301 -4.010 -0.264  0.320
Cl23 -0.484 5.860 4.400  -0.096
H39 2.271 -1.557 2.373  0.298
C26 4.851 -5.176 0.559  0.042
H40 5.920 -4.988 0.492  0.308
H41 -2.134 -0.961 -2.521  0.221
H42 -1.591 -1.851 -3.937  0.665
H43 3.202 -1.608 -0.409  0.122
H44 4.721 -5.708 -1.539  0.298
C27 5.996 0.453 -1.510  -1.808
H45 -1.446 1.974 -3.221  0.493
H46 0.007 -4.223 2.110  0.094
C28 -2.364 1.490 -3.576  -0.964
C29 -3.588 2.569 -1.763  -1.059
Cl24 -8.109 1.548 -3.230  -0.132
Cl25 3.032 6.667 5.669  -0.056
Cl26 -0.030 5.223 7.176  -0.039
H47 -1.491 2.616 2.893  0.471
Cl27 3.281 3.485 6.142  0.046
C30 -12.541 1.137 -8.092  0.312
Cl28 2.695 7.251 8.462  -0.076
C31 0.183 -3.977 3.156  -1.003
H48 3.959 -1.141 2.363  0.693
H49 2.560 -4.119 -2.087  0.193
Br2 -2.248 0.531 1.178  -0.163
C32 -1.496 -0.908 -3.401  -0.991

largest force on an atom: 1.52 eV/A
LUMO energy: -2.099 eV
net charge: +1


C6H25AgN10O10 as an isolated structure. Source: the OMol25 dataset; level of theory: wB97M-V/def2-TZVPD.

Each line ends with the Mulliken charge.
CARTESIAN COORDINATES (ANGSTROEM)
H1 4.949 -0.381 1.153  0.298
O1 -3.641 3.904 -1.487  -0.645
N1 -1.713 3.802 -0.242  -0.365
Ag1 2.624 4.064 0.297  0.588
H2 4.629 -2.795 0.364  0.194
O2 0.775 5.571 -0.076  -0.518
H3 -0.506 -1.265 -0.444  -0.002
O3 -0.428 -2.565 2.954  -0.659
N2 -0.998 -2.026 -0.895  0.010
H4 -0.035 5.279 -0.524  0.363
N3 1.346 -1.523 2.019  -0.253
N4 -3.260 0.049 0.771  -0.179
H5 -1.980 4.352 0.552  0.184
H6 0.807 6.526 -0.200  0.283
H7 3.549 0.254 1.249  0.394
N5 3.984 -3.530 0.136  -0.453
H8 -3.010 0.355 -1.776  0.088
C1 0.452 -1.722 3.052  0.460
N6 1.806 -4.132 -0.187  -0.348
C2 -2.497 3.533 -1.327  0.509
H9 1.195 -0.341 0.404  0.130
H10 1.358 -2.122 1.212  -0.050
O4 2.364 1.507 0.758  -0.876
N7 0.477 -0.778 4.048  -0.434
H11 -4.714 0.455 -2.074  0.243
O5 0.643 0.314 -0.079  0.256
H12 0.883 -3.968 -0.544  0.153
C3 2.762 -3.158 -0.362  0.732
O6 -1.523 -2.996 -2.877  -0.657
H13 -0.887 2.408 -2.083  0.147
C4 -4.166 -0.158 -0.185  0.800
H14 1.274 -0.212 4.272  0.210
H15 -0.220 -1.063 4.721  0.268
O7 0.890 2.501 -0.498  -0.967
O8 2.530 -2.034 -0.804  -0.552
H16 -0.753 -0.659 -3.804  0.213
O9 -5.327 -0.607 0.151  -0.214
C5 -1.052 -2.048 -2.268  0.505
N8 -0.493 -0.950 -2.883  -0.280
H17 -2.313 2.403 -3.040  0.223
H18 -0.830 3.303 -0.177  0.335
H19 -1.224 -2.849 -0.368  0.231
H20 -3.494 -0.054 1.745  0.243
H21 1.936 -4.948 0.379  0.171
H22 -2.329 0.303 0.475  0.100
N9 -3.963 0.276 -1.425  -0.135
H23 0.239 -0.469 -2.381  0.180
C6 1.325 1.466 0.070  0.645
H24 4.037 -4.435 0.563  0.165
N10 -1.826 2.743 -2.233  -0.286
O10 4.109 -0.460 1.615  -0.677
H25 2.237 -1.119 2.285  0.231

largest force on an atom: 2.07 eV/A
multiplicity: 2
LUMO energy (spin up / spin down): -3.607 / -8.046 eV
net charge: +1